C42H55B2N8O2PPdS | wB97M-V/def2-TZVPD

The value obtained for the HOMO-LUMO gap (spin up / spin down) is 0.1860 / 0.1859 hartree. The HOMO energy (spin up / spin down) comes out at -12.72 / -12.72 eV. Its net charge is +2.

Each line ends with the Mulliken charge.
Cartesian coordinates (Å):
Pd 0.13 0.11 0.30  0.081
C -1.21 -0.07 5.70  -1.532
C -1.48 -0.45 4.28  0.414
C -2.63 -0.93 3.70  -1.417
C -2.37 -1.05 2.32  -0.383
N -1.11 -0.68 2.12  1.146
N -0.55 -0.34 3.30  -0.218
B 0.89 0.28 3.35  0.325
N 1.82 -0.70 2.60  0.418
N 1.29 -1.38 1.56  0.825
C 1.92 -2.55 1.46  -0.816
C 2.94 -2.59 2.44  -0.997
C 2.83 -1.42 3.15  0.335
C 3.63 -0.97 4.33  -1.767
C 1.44 -3.66 0.62  0.668
C 0.07 -3.75 0.36  0.071
C -0.43 -4.81 -0.37  -0.711
C 0.42 -5.80 -0.85  -0.603
C 1.78 -5.72 -0.57  -0.913
C 2.29 -4.66 0.17  -0.702
N 0.67 1.69 2.65  0.837
N -0.30 1.70 1.69  0.745
C -1.02 2.82 1.80  -0.232
C -0.41 3.61 2.80  -1.679
C 0.62 2.87 3.32  0.372
C 1.57 3.25 4.40  -1.551
C -2.35 3.02 1.19  0.449
C -2.77 2.26 0.11  0.950
C -4.08 2.33 -0.35  -0.971
C -4.98 3.18 0.28  -0.892
C -4.57 3.93 1.36  -0.878
C -3.26 3.86 1.82  -0.875
C -3.24 -1.53 1.24  1.434
C -2.89 -1.35 -0.10  0.864
C -3.70 -1.83 -1.12  -1.011
C -4.88 -2.49 -0.82  -0.875
C -5.23 -2.68 0.51  -0.872
C -4.42 -2.20 1.53  -0.957
H -0.35 -0.61 6.10  0.260
H -2.08 -0.31 6.31  0.447
H -1.01 1.00 5.78  0.243
H -3.57 -1.12 4.20  0.610
H 1.28 0.41 4.46  -0.253
H 3.62 -3.40 2.64  0.599
H 4.59 -1.48 4.34  0.491
H 3.11 -1.21 5.26  0.318
H 3.80 0.11 4.31  0.244
H -0.60 -3.00 0.75  0.663
H -1.50 -4.88 -0.56  0.524
H 0.03 -6.63 -1.42  0.463
H 2.45 -6.51 -0.91  0.473
H 3.35 -4.61 0.39  0.462
H -0.72 4.60 3.11  0.667
H 1.15 4.08 4.97  0.469
H 2.52 3.57 3.98  0.274
H 1.77 2.43 5.09  0.249
H -2.07 1.61 -0.38  0.009
H -4.39 1.73 -1.19  0.531
H -6.00 3.25 -0.08  0.480
H -5.28 4.57 1.88  0.424
H -2.96 4.43 2.68  0.398
H -1.98 -0.84 -0.36  -0.453
H -3.40 -1.68 -2.15  0.517
H -5.52 -2.86 -1.61  0.483
H -6.14 -3.21 0.76  0.428
H -4.71 -2.35 2.56  0.427
S 0.62 -1.52 -1.77  0.275
C 1.83 -2.19 -2.75  -0.460
N 1.57 -2.78 -3.91  -0.057
C 2.76 -3.38 -4.52  -0.583
C 3.89 -2.92 -3.58  -0.595
N 3.15 -2.21 -2.53  0.111
H 0.63 -2.93 -4.24  0.258
H 2.89 -3.03 -5.54  0.322
H 2.66 -4.47 -4.54  0.340
H 4.60 -2.26 -4.07  0.340
H 4.43 -3.76 -3.16  0.334
H 3.56 -1.85 -1.70  0.198
C 3.56 1.20 1.36  -0.992
P 2.31 1.28 0.05  2.056
C 3.33 0.89 -1.40  -1.184
C 2.06 3.07 -0.08  -1.108
H 4.39 1.83 1.04  0.765
H 3.91 0.18 1.51  0.257
H 3.14 1.57 2.29  -0.005
H 4.02 1.73 -1.55  0.601
H 2.72 0.75 -2.29  0.087
H 3.91 -0.01 -1.20  0.307
H 3.03 3.55 0.07  0.635
H 1.36 3.43 0.68  0.024
H 1.67 3.32 -1.06  0.017
C 0.97 1.23 -4.55  -1.893
C 0.15 2.08 -3.58  1.350
C 0.39 3.55 -3.86  -2.023
O 0.63 1.75 -2.23  -0.744
B -0.27 0.91 -1.68  1.074
O -1.40 0.73 -2.37  0.137
C -1.37 1.67 -3.52  1.587
C -2.28 2.83 -3.18  -1.781
C -1.88 0.93 -4.74  -1.814
H 2.02 1.51 -4.46  0.480
H 0.66 1.41 -5.58  0.392
H 0.87 0.17 -4.31  0.237
H 1.46 3.74 -3.96  0.486
H 0.00 4.18 -3.07  0.360
H -0.10 3.82 -4.80  0.398
H -1.97 3.32 -2.25  0.272
H -3.29 2.46 -3.04  0.429
H -2.30 3.57 -3.98  0.490
H -1.35 0.00 -4.89  0.274
H -1.77 1.56 -5.62  0.358
H -2.94 0.70 -4.60  0.462


CH3NO2P | wB97M-V/def2-TZVPD

The value obtained for the HOMO-LUMO gap (spin up / spin down) is 0.2607 / 0.2507 hartree. The energy above the lowest of the compared OMol25 structures with the same formula, charge and spin is 4.2824 eV. The HOMO energy (spin up / spin down) comes out at -3.30 / -2.63 eV. Its net charge is -1.

Each line ends with the Mulliken charge.
Cartesian coordinates (Å):
C -0.65 -0.03 0.16  -0.238
N -1.38 -0.50 1.79  -0.447
O 1.98 0.63 0.81  -0.596
O 1.04 0.32 -1.60  -0.529
P 1.05 -0.22 0.08  0.199
H -1.36 -0.40 -0.56  0.235
H -2.38 -0.63 1.28  0.135
H 1.71 0.82 -1.96  0.240


C13H12F3N2OS | wB97M-V/def2-TZVPD

The value obtained for the HOMO-LUMO gap is 0.2471 hartree. The energy above the lowest of the compared OMol25 structures with the same formula, charge and spin is 0.1890 eV. The HOMO energy comes out at -3.72 eV. Its net charge is -1.

Each line ends with the Mulliken charge.
Cartesian coordinates (Å):
C 0.00 -1.93 0.56  -1.788
C -0.21 -0.56 1.21  1.231
C -0.46 -0.68 2.71  -1.694
C 0.97 0.41 0.96  0.381
C 0.77 1.71 0.51  -0.107
C 1.87 2.56 0.36  -0.586
C 3.16 2.13 0.70  -0.397
C 3.35 0.82 1.15  -0.725
C 2.25 -0.03 1.29  -0.371
O -1.41 0.10 0.72  -0.529
S -1.83 -0.27 -0.91  0.278
C -3.18 0.89 -0.88  0.582
F -3.83 0.88 -2.07  -0.232
F -4.06 0.55 0.10  -0.241
F -2.72 2.15 -0.63  -0.237
H 0.71 -2.50 1.18  0.459
H -0.93 -2.51 0.52  0.495
H 0.44 -1.84 -0.44  0.356
H 0.39 -1.18 3.20  0.348
H -0.58 0.31 3.15  0.395
H -1.36 -1.27 2.89  0.420
H -0.22 2.08 0.26  0.395
H 1.71 3.57 -0.03  0.373
H 4.02 2.80 0.61  0.348
H 4.34 0.45 1.41  0.348
H 2.37 -1.06 1.67  0.240
C -1.28 -0.85 -3.19  -0.855
C -1.72 -2.15 -3.54  0.552
N -2.15 -3.21 -3.78  -0.674
C 0.13 -0.74 -3.12  0.394
N 1.29 -0.59 -3.01  -0.627
H -1.85 0.00 -3.58  0.469


C5H6O2S | wB97M-V/def2-TZVPD

The value obtained for the HOMO-LUMO gap is 0.3327 hartree. Its structure (SMILES) is S=CO[C@H]1C=CCO1. The energy above the lowest of the compared OMol25 structures with the same formula, charge and spin is 2.6385 eV. The HOMO energy comes out at -8.48 eV. Its net charge is 0.

Each line ends with the Mulliken charge.
Cartesian coordinates (Å):
S 3.78 -0.05 -0.19  -0.274
C 2.13 -0.31 -0.16  0.093
O 1.52 -0.27 0.96  -0.274
C 0.00 -0.35 1.08  0.083
C -0.46 0.96 0.61  -0.494
C -1.30 0.88 -0.35  -0.104
C -1.35 -0.53 -0.78  -0.453
O -0.73 -1.35 0.27  -0.343
H 1.53 -0.34 -1.13  0.174
H -0.16 -0.49 2.18  0.284
H -0.17 1.90 0.98  0.461
H -1.46 1.74 -0.97  0.341
H -2.41 -1.06 -0.71  0.252
H -0.92 -0.73 -1.79  0.254


CH2INO7 | wB97M-V/def2-TZVPD

The value obtained for the HOMO-LUMO gap (spin up / spin down) is 0.3196 / 0.3197 hartree. The energy above the lowest of the compared OMol25 structures with the same formula, charge and spin is 0.0000 eV. The HOMO energy (spin up / spin down) comes out at -9.13 / -9.13 eV. Its net charge is 0.

Each line ends with the Mulliken charge.
Cartesian coordinates (Å):
C -0.71 -0.07 0.43  -0.028
N 3.05 2.74 0.53  0.354
O 2.43 3.71 0.32  -0.328
O -1.37 -0.86 1.26  -0.386
O 0.99 0.71 1.41  -0.324
O 3.10 1.86 -0.55  -0.036
O 2.06 -0.06 1.43  -0.044
O 3.56 0.57 -0.22  -0.033
O 2.57 -0.22 0.05  -0.048
I -1.39 1.83 -0.10  0.172
H -0.14 -0.67 -0.38  0.318
H -2.03 -0.56 1.91  0.383


C5H6N2O | wB97M-V/def2-TZVPD

The value obtained for the HOMO-LUMO gap is 0.2863 hartree. Its structure (SMILES) is CC1=NC=N/C1=C\O. The energy above the lowest of the compared OMol25 structures with the same formula, charge and spin is 2.8406 eV. The HOMO energy comes out at -8.82 eV. Its net charge is 0.

Each line ends with the Mulliken charge.
Cartesian coordinates (Å):
C 0.85 1.79 0.42  -1.089
C -0.10 0.80 -0.03  0.760
N -1.50 1.08 0.12  -0.563
C -2.04 -0.10 -0.34  -0.211
N -1.18 -1.22 -0.67  -0.752
C 0.04 -0.64 -0.46  0.383
C 1.17 -1.38 -0.21  -0.190
O 0.74 -2.72 0.02  -0.520
H 1.43 2.04 -0.38  0.356
H 0.17 2.66 0.73  0.295
H 1.54 1.44 1.15  0.325
H -3.05 0.00 -0.59  0.411
H 2.26 -1.19 -0.03  0.336
H -0.33 -2.58 0.28  0.460


Q: Number 5 is which compound?
A: CH2INO7